--- one ---
DFT (the ωB97M-V functional and the def2-TZVPD basis) results for 13 unconnected molecules or ions with the total composition C52H104O13.

Results
2S+1 ... 1
Gap between HOMO and LUMO ... 0.3297 Eh
Net charge ... 0

Cartesian coordinates (Å):
C1 2.861 5.134 -1.929
C2 2.737 4.940 -3.434
C3 2.413 3.462 -3.640
O1 2.878 2.803 -2.443
C4 3.429 3.759 -1.562
H1 1.905 5.319 -1.438
H2 3.581 5.922 -1.721
H3 3.698 5.203 -3.877
H4 1.967 5.575 -3.879
H5 3.015 3.154 -4.497
H6 1.346 3.265 -3.719
H7 4.523 3.818 -1.672
H8 3.263 3.467 -0.522
C5 -2.885 -5.711 1.601
C6 -2.288 -4.315 1.944
C7 -0.997 -4.248 1.106
O2 -0.802 -5.553 0.557
C8 -2.090 -6.102 0.378
H9 -3.967 -5.646 1.503
H10 -2.672 -6.336 2.470
H11 -2.088 -4.206 3.010
H12 -2.939 -3.486 1.669
H13 -0.126 -3.986 1.702
H14 -1.127 -3.576 0.251
H15 -1.974 -7.176 0.219
H16 -2.553 -5.743 -0.555
C9 -3.061 3.576 1.357
C10 -4.381 4.157 1.875
C11 -5.455 3.462 1.022
O3 -4.852 2.240 0.569
C12 -3.462 2.428 0.419
H17 -2.418 3.221 2.164
H18 -2.441 4.310 0.840
H19 -4.451 5.208 1.587
H20 -4.574 4.032 2.935
H21 -5.786 4.007 0.135
H22 -6.300 3.126 1.625
H23 -3.260 2.657 -0.641
H24 -2.938 1.485 0.581
C13 -3.666 0.120 -2.871
C14 -5.079 0.703 -2.981
C15 -5.914 -0.476 -3.497
O4 -5.325 -1.601 -2.881
C16 -3.922 -1.398 -3.014
H25 -3.208 0.419 -1.928
H26 -3.108 0.567 -3.695
H27 -5.159 1.492 -3.733
H28 -5.499 1.055 -2.039
H29 -5.798 -0.571 -4.589
H30 -6.972 -0.388 -3.256
H31 -3.601 -1.709 -4.015
H32 -3.441 -2.000 -2.245
C17 0.074 -0.365 -4.553
C18 1.573 -0.353 -4.370
C19 1.925 -1.835 -4.576
O5 0.771 -2.570 -4.151
C20 -0.339 -1.713 -3.917
H33 -0.278 -0.382 -5.584
H34 -0.413 0.468 -4.036
H35 1.895 -0.145 -3.343
H36 2.075 0.363 -5.020
H37 2.784 -2.155 -3.992
H38 1.965 -2.015 -5.656
H39 -0.565 -1.624 -2.847
H40 -1.214 -2.100 -4.442
C21 -3.928 0.817 4.613
C22 -2.993 -0.369 4.810
C23 -1.603 0.232 4.932
O6 -1.795 1.510 5.519
C24 -3.067 2.014 5.096
H41 -4.813 0.806 5.245
H42 -4.202 1.036 3.581
H43 -3.119 -1.134 4.046
H44 -3.233 -0.812 5.780
H45 -1.117 0.314 3.951
H46 -0.995 -0.392 5.585
H47 -2.851 2.703 4.273
H48 -3.548 2.558 5.908
C25 3.650 -4.869 -0.446
C26 3.043 -3.516 -0.200
C27 1.957 -3.457 -1.329
O7 2.302 -4.459 -2.283
C28 3.566 -5.024 -1.939
H49 3.057 -5.667 0.014
H50 4.674 -5.007 -0.090
H51 3.696 -2.642 -0.280
H52 2.615 -3.405 0.798
H53 1.789 -2.505 -1.833
H54 1.004 -3.684 -0.841
H55 4.324 -4.348 -2.367
H56 3.691 -6.040 -2.300
C29 -2.933 3.960 -3.801
C30 -1.467 3.939 -3.384
C31 -1.237 5.255 -2.639
O8 -2.229 6.152 -3.141
C32 -3.123 5.474 -4.002
H57 -3.618 3.599 -3.030
H58 -3.129 3.372 -4.696
H59 -0.868 3.789 -4.284
H60 -1.238 3.127 -2.686
H61 -0.239 5.633 -2.858
H62 -1.411 5.080 -1.576
H63 -2.938 5.754 -5.047
H64 -4.151 5.786 -3.807
C33 6.601 -1.850 3.651
C34 5.229 -2.172 4.213
C35 4.569 -3.065 3.167
O9 5.656 -3.612 2.408
C36 6.890 -3.189 2.998
H65 7.369 -1.683 4.407
H66 6.537 -1.020 2.947
H67 4.647 -1.327 4.593
H68 5.362 -2.741 5.142
H69 3.918 -2.510 2.489
H70 4.017 -3.864 3.666
H71 7.644 -3.172 2.207
H72 7.253 -3.959 3.690
C37 5.613 0.803 -1.456
C38 5.277 0.217 -2.822
C39 6.090 -1.080 -2.860
O10 6.228 -1.486 -1.489
C40 5.708 -0.476 -0.639
H73 4.794 1.385 -1.036
H74 6.562 1.339 -1.472
H75 5.473 0.940 -3.617
H76 4.212 0.009 -2.955
H77 7.068 -0.934 -3.324
H78 5.574 -1.911 -3.343
H79 6.172 -0.443 0.347
H80 4.661 -0.760 -0.427
C41 2.391 0.719 4.092
C42 3.576 1.630 3.739
C43 3.617 2.601 4.936
O11 2.676 2.159 5.897
C44 2.269 0.810 5.607
H81 2.626 -0.293 3.762
H82 1.505 1.185 3.661
H83 3.434 2.121 2.779
H84 4.492 1.038 3.731
H85 3.392 3.643 4.701
H86 4.639 2.617 5.338
H87 1.222 0.763 5.902
H88 2.900 0.114 6.165
C45 -5.931 -0.556 1.797
C46 -4.685 -1.327 1.360
C47 -5.333 -2.481 0.608
O12 -6.258 -1.784 -0.205
C48 -6.839 -0.738 0.559
H89 -5.564 0.469 1.868
H90 -6.369 -0.865 2.741
H91 -4.084 -1.629 2.220
H92 -4.049 -0.764 0.676
H93 -5.890 -3.137 1.292
H94 -4.641 -3.096 0.033
H95 -7.837 -1.029 0.919
H96 -7.002 0.145 -0.058
C49 1.114 1.015 0.242
C50 -0.262 0.916 -0.359
C51 -0.729 -0.376 0.293
O13 0.436 -1.193 0.241
C52 1.630 -0.445 0.155
H97 1.144 1.261 1.310
H98 1.773 1.746 -0.230
H99 -0.195 0.807 -1.445
H100 -0.906 1.767 -0.137
H101 -1.591 -0.896 -0.134
H102 -1.037 -0.213 1.338
H103 2.065 -0.490 -0.852
H104 2.371 -0.666 0.922



--- two ---
DFT (the ωB97M-V functional and the def2-TZVPD basis) results for a molecular structure, C52H104O13.

Results
2S+1 ... 1
Gap between HOMO and LUMO ... 0.3198 Eh
Net charge ... 0

Cartesian coordinates (Å):
C1 35.450 12.005 -10.111
C2 35.833 12.161 -11.530
C3 34.899 11.228 -12.350
O1 34.656 10.145 -11.421
C4 34.656 10.682 -10.072
H1 34.748 12.746 -9.729
H2 36.258 12.083 -9.383
H3 36.826 11.892 -11.890
H4 35.589 13.145 -11.931
H5 35.440 10.981 -13.263
H6 33.988 11.722 -12.687
H7 34.885 9.968 -9.280
H8 33.641 11.002 -9.837
C5 38.633 9.247 -17.107
C6 37.459 10.159 -17.407
C7 36.419 9.893 -16.364
O2 37.220 9.396 -15.285
C8 38.583 9.207 -15.591
H9 39.572 9.507 -17.597
H10 38.403 8.270 -17.532
H11 37.134 10.059 -18.443
H12 37.735 11.214 -17.422
H13 35.876 8.992 -16.647
H14 35.779 10.717 -16.047
H15 38.975 8.222 -15.337
H16 39.353 9.924 -15.305
C9 33.676 11.480 -14.593
C10 34.468 10.644 -15.619
C11 33.526 9.484 -15.911
O3 32.182 10.000 -15.732
C12 32.204 11.235 -15.073
H17 33.986 12.524 -14.538
H18 33.751 10.917 -13.662
H19 35.400 10.222 -15.243
H20 34.537 11.131 -16.591
H21 33.633 8.784 -15.082
H22 33.774 9.116 -16.907
H23 31.493 11.195 -14.247
H24 31.990 12.077 -15.730
C13 39.033 13.154 -9.083
C14 38.999 12.648 -10.522
C15 39.699 13.650 -11.311
O4 39.366 14.838 -10.603
C16 39.527 14.605 -9.241
H25 39.717 12.549 -8.488
H26 38.085 13.132 -8.546
H27 37.992 12.688 -10.937
H28 39.404 11.651 -10.697
H29 39.246 13.628 -12.302
H30 40.761 13.473 -11.482
H31 39.034 15.410 -8.697
H32 40.586 14.695 -8.998
C17 41.850 7.939 -15.024
C18 41.212 7.196 -13.940
C19 40.865 8.314 -12.952
O5 41.916 9.301 -13.101
C20 42.680 8.993 -14.267
H33 41.139 8.443 -15.679
H34 42.503 7.422 -15.728
H35 41.966 6.634 -13.389
H36 40.472 6.479 -14.295
H37 40.732 7.959 -11.930
H38 39.869 8.678 -13.205
H39 43.657 8.577 -14.020
H40 42.717 9.876 -14.905
C21 38.912 11.640 -12.677
C22 38.275 10.440 -13.261
C23 37.296 10.934 -14.298
O6 36.877 12.185 -13.757
C24 38.043 12.802 -13.213
H41 39.905 11.835 -13.082
H42 38.921 11.776 -11.595
H43 37.649 10.007 -12.479
H44 38.895 9.682 -13.738
H45 36.459 10.255 -14.458
H46 37.816 10.999 -15.254
H47 37.879 13.652 -12.551
H48 38.591 13.254 -14.040
C25 36.584 13.429 -16.207
C26 36.057 14.803 -16.621
C27 34.545 14.736 -16.233
O7 34.349 13.373 -15.757
C28 35.577 12.845 -15.246
H49 37.605 13.491 -15.830
H50 36.540 12.686 -17.003
H51 36.103 15.087 -17.672
H52 36.564 15.569 -16.034
H53 33.881 14.961 -17.067
H54 34.255 15.391 -15.411
H55 35.543 11.755 -15.233
H56 35.915 13.081 -14.237
C29 41.319 10.914 -16.092
C30 40.859 12.298 -16.641
C31 39.397 12.398 -16.121
O8 39.607 11.878 -14.796
C32 40.837 11.057 -14.686
H57 42.376 10.652 -16.140
H58 40.736 10.092 -16.507
H59 40.950 12.359 -17.726
H60 41.362 13.200 -16.292
H61 38.762 11.689 -16.651
H62 38.910 13.373 -16.099
H63 40.623 10.063 -14.295
H64 41.616 11.569 -14.122
C33 36.925 14.894 -10.653
C34 36.568 16.286 -10.340
C35 36.399 16.890 -11.705
O9 35.952 15.858 -12.567
C36 35.954 14.626 -11.846
H65 36.704 14.248 -9.803
H66 37.960 14.751 -10.964
H67 37.342 16.888 -9.863
H68 35.667 16.327 -9.728
H69 37.395 17.187 -12.033
H70 35.769 17.765 -11.864
H71 36.305 13.785 -12.444
H72 34.936 14.465 -11.490
C37 36.580 6.910 -13.333
C38 37.052 8.052 -12.498
C39 38.522 7.903 -12.450
O10 38.856 7.633 -13.748
C40 37.691 7.137 -14.426
H73 35.578 6.981 -13.754
H74 36.783 5.932 -12.898
H75 36.594 8.055 -11.509
H76 36.787 9.016 -12.931
H77 38.821 7.125 -11.748
H78 39.065 8.793 -12.134
H79 37.966 6.213 -14.935
H80 37.324 7.884 -15.129
C41 42.804 10.355 -10.882
C42 41.685 11.167 -11.520
C43 40.381 10.234 -11.350
O11 40.799 9.174 -10.471
C44 42.036 9.493 -9.856
H81 43.505 10.961 -10.309
H82 43.394 9.805 -11.616
H83 41.838 11.352 -12.583
H84 41.546 12.097 -10.969
H85 40.038 9.733 -12.255
H86 39.533 10.831 -11.013
H87 42.618 8.615 -9.574
H88 41.794 10.064 -8.959
C45 37.804 15.631 -13.731
C46 38.620 15.492 -14.980
C47 39.313 16.859 -15.123
O12 39.787 16.970 -13.775
C48 38.891 16.184 -12.919
H89 37.441 14.654 -13.411
H90 36.951 16.306 -13.796
H91 37.984 15.279 -15.840
H92 39.345 14.679 -14.944
H93 38.722 17.731 -15.404
H94 40.054 16.680 -15.902
H95 38.502 16.784 -12.097
H96 39.405 15.403 -12.359
C49 37.791 10.323 -9.391
C50 38.591 9.307 -8.599
C51 38.835 8.175 -9.596
O13 37.847 8.275 -10.642
C52 37.513 9.672 -10.763
H97 38.361 11.247 -9.486
H98 36.865 10.401 -8.820
H99 38.001 8.927 -7.765
H100 39.528 9.651 -8.161
H101 38.685 7.189 -9.157
H102 39.858 8.209 -9.972
H103 36.505 9.821 -11.152
H104 38.119 10.211 -11.491



Question: of the structures shown, which is the least stable? Reply: two.